{"formula": "C17H13F2N3O2S2", "method": "wB97M-V/def2-TZVPD", "molar_mass_g_mol": 393.44, "e_tot_ha": -1966.38143, "smiles": "O=S(=O)(Nc1nnc(C2(c3ccccc3)CC2)s1)c1cc(F)cc(F)c1", "charge": 0, "symbols": ["O", "S", "O", "N", "C", "N", "N", "C", "C", "C", "C", "C", "C", "C", "C", "C", "C", "S", "C", "C", "C", "F", "C", "C", "F", "C", "H", "H", "H", "H", "H", "H", "H", "H", "H", "H", "H", "H", "H"], "coordinates": [[-2.0729, -2.9790, -1.7780], [-2.7469, -1.7782, -2.3273], [-4.1049, -2.0702, -2.7562], [-2.8857, -0.5947, -1.1697], [-1.7382, -0.3448, -0.4302], [-0.5575, -0.2585, -1.0157], [0.4528, -0.1040, -0.1198], [0.0444, -0.1428, 1.1305], [1.0686, -0.3346, 2.1993], [1.1892, 0.8217, 3.1668], [1.6755, 2.0553, 2.7363], [1.9076, 3.1087, 3.5707], [1.7110, 2.9554, 4.9629], [1.2028, 1.7535, 5.4282], [0.9377, 0.7123, 4.5319], [2.3618, -1.0719, 1.8453], [1.3086, -1.7480, 2.7103], [-1.6894, -0.2663, 1.3101], [-1.7833, -1.0425, -3.7084], [-2.3659, -0.0158, -4.4793], [-1.6609, 0.5815, -5.5231], [-2.2208, 1.5800, -6.2137], [-0.3695, 0.1280, -5.8521], [0.2399, -0.7946, -5.0246], [1.5236, -1.1745, -5.2207], [-0.4595, -1.4076, -3.9508], [-3.7039, -0.8239, -0.6427], [1.9028, 2.1755, 1.6472], [2.3251, 4.0081, 3.1249], [1.9436, 3.7453, 5.6347], [1.0666, 1.6243, 6.5095], [0.5179, -0.2192, 4.9292], [3.2624, -0.7756, 2.3480], [2.4990, -1.4804, 0.8223], [0.7919, -2.5891, 2.1856], [1.6121, -1.9420, 3.7587], [-3.4083, 0.3315, -4.2569], [0.1643, 0.5335, -6.7061], [0.0586, -2.1565, -3.3771]]}


{"formula": "C7H8AuN2O3S3", "method": "wB97M-V/def2-TZVPD", "molar_mass_g_mol": 461.32, "e_tot_ha": -1937.16383, "charge": -1, "symbols": ["Au", "N", "C", "S", "N", "C", "C", "C", "C", "C", "C", "H", "H", "H", "H", "H", "H", "H", "H", "O", "S", "O", "O", "S"], "coordinates": [[-3.1519, 0.7113, -0.7649], [-1.8024, -1.3948, 1.2671], [-1.9279, -0.0540, 1.3175], [-3.4847, 0.6706, 1.6069], [-0.8348, 0.7044, 1.1665], [0.5063, 0.3017, 0.9827], [1.0707, -0.7587, 1.6816], [2.4037, -1.0797, 1.4737], [3.1753, -0.3470, 0.5862], [2.6053, 0.7160, -0.1007], [1.2753, 1.0397, 0.0903], [-2.6845, -1.8731, 1.1704], [-1.0643, -1.7465, 0.6671], [-1.0331, 1.6826, 1.0185], [0.4852, -1.3101, 2.4037], [2.8391, -1.9069, 2.0184], [4.2131, -0.6067, 0.4248], [3.1924, 1.2820, -0.8105], [0.8111, 1.8302, -0.4836], [-0.6366, 0.1002, -1.8178], [-1.1331, 0.4435, -3.1796], [-0.7148, -0.5080, -4.1938], [-0.8780, 1.8356, -3.5113], [-3.2315, 0.2679, -3.0133]]}


{"formula": "ClH8LiO4", "method": "wB97M-V/def2-TZVPD", "molar_mass_g_mol": 114.45, "e_tot_ha": -773.52654, "charge": 0, "symbols": ["Li", "Cl", "O", "H", "H", "O", "H", "H", "O", "H", "H", "O", "H", "H"], "coordinates": [[2.7916, 0.5037, -0.7552], [0.5626, 0.8496, -0.3819], [-1.5791, 2.4707, -2.8311], [-2.1303, 3.1391, -2.4242], [-1.0864, 2.0905, -2.1038], [0.3471, 0.1078, 2.8376], [0.3724, 0.4490, 1.9436], [1.2336, -0.2167, 2.9958], [1.4562, -2.5447, 0.4582], [1.1056, -1.6631, 0.3314], [2.2774, -2.5494, -0.0337], [-2.1004, -0.8526, -0.2391], [-1.4392, -0.1799, -0.0760], [-1.8109, -1.6040, 0.2783]]}


{"formula": "C60H76ClN12O4P2S", "method": "wB97M-V/def2-TZVPD", "molar_mass_g_mol": 1158.82, "e_tot_ha": -4830.45338, "charge": 1, "symbols": ["C", "C", "N", "C", "C", "C", "C", "C", "C", "C", "N", "C", "C", "C", "O", "C", "C", "O", "C", "N", "C", "O", "N", "C", "C", "C", "Cl", "C", "P", "O", "P", "S", "H", "H", "H", "H", "H", "H", "H", "H", "H", "H", "H", "H", "H", "H", "H", "H", "H", "H", "H", "H", "H", "H", "H", "H", "H", "H", "H", "H", "H", "H", "H", "H", "H", "H", "H", "H", "N", "C", "C", "C", "C", "C", "H", "H", "H", "H", "H", "N", "C", "C", "C", "C", "C", "H", "H", "H", "H", "H", "N", "C", "C", "C", "C", "C", "H", "H", "H", "H", "H", "N", "C", "C", "C", "C", "C", "H", "H", "H", "H", "H", "N", "C", "C", "C", "C", "C", "H", "H", "H", "H", "H", "N", "C", "C", "C", "C", "C", "H", "H", "H", "H", "H", "N", "C", "C", "C", "C", "C", "H", "H", "H", "H", "H", "N", "C", "C", "C", "C", "C", "H", "H", "H", "H", "H"], "coordinates": [[1.4836, -0.7291, -2.9930], [0.0747, -0.2928, -2.3608], [-1.0213, -0.7464, -2.9942], [-0.1709, 0.6403, -1.0780], [1.0972, 0.8899, -0.1213], [2.1317, 2.1397, -0.4568], [1.7773, 2.7657, -1.8915], [2.8112, 3.8259, -2.5087], [4.1686, 3.2305, -3.1386], [4.0778, 1.7393, -3.7278], [3.3472, 1.6632, -5.0637], [1.7936, 3.1279, 0.7995], [2.6824, 4.4676, 0.8756], [2.3618, 5.1406, 2.3414], [3.2958, 6.2220, 2.6173], [4.3461, 5.7352, 3.4737], [5.7980, 5.2959, 2.9453], [4.1244, 5.6637, 4.7211], [3.4863, 1.2384, -0.2804], [4.9074, 1.5835, -0.5230], [5.4733, 2.1462, 0.5115], [6.1625, 2.3690, 1.5449], [3.3693, -0.0436, 0.1621], [4.4988, -1.0440, 0.3579], [5.2113, -0.9396, 1.8037], [6.7004, -1.5887, 1.7307], [6.7615, -3.0897, 0.6151], [1.9376, -0.3721, 0.4621], [1.8933, -0.1851, 2.3962], [2.0534, -1.5362, 3.1429], [1.2659, -2.1320, 0.2769], [-0.5041, -2.2853, 1.1296], [1.4651, -1.8584, -3.2261], [2.3329, -0.5585, -2.2394], [1.7011, -0.1737, -3.9932], [-1.8520, -0.3756, -2.4690], [-0.6901, 1.6233, -1.4348], [-0.9728, 0.1002, -0.4263], [0.5601, 1.2389, 0.8550], [1.5520, 1.9958, -2.7222], [0.7725, 3.3428, -1.7450], [3.1124, 4.6947, -1.8165], [2.2495, 4.3352, -3.3965], [5.0914, 3.3249, -2.4321], [4.4339, 3.9189, -4.0431], [5.1717, 1.4122, -3.9745], [3.6683, 0.9524, -2.9994], [3.2917, 0.6305, -5.2368], [4.0571, 1.9744, -5.7666], [0.6740, 3.4305, 0.6860], [1.9114, 2.6028, 1.8297], [2.2648, 5.2184, 0.1073], [3.8179, 4.3176, 0.8259], [2.2793, 4.3511, 3.1793], [1.3086, 5.6340, 2.2704], [5.8066, 5.0585, 1.8125], [6.6061, 6.0669, 3.2019], [6.0708, 4.2946, 3.4739], [4.1193, -2.1412, 0.2655], [5.3033, -0.9532, -0.4808], [5.1776, 0.0964, 2.2942], [4.6084, -1.6442, 2.5123], [7.4479, -0.8317, 1.3051], [7.0056, -1.9899, 2.7720], [0.6609, 0.4035, 2.8586], [3.0075, 0.6564, 2.8066], [1.2313, -2.6431, -1.0599], [2.1215, -3.0438, 1.0251], [3.0309, -6.0430, 4.4173], [2.2210, -6.9985, 3.9271], [1.0379, -6.7359, 3.2544], [0.6641, -5.4109, 3.0795], [1.4793, -4.4035, 3.5771], [2.6443, -4.7688, 4.2317], [2.5558, -8.0176, 4.0923], [0.4250, -7.5457, 2.8775], [-0.2558, -5.1644, 2.5593], [1.2152, -3.3591, 3.4573], [3.3171, -4.0184, 4.6352], [-2.3834, -1.7722, -7.0050], [-3.3621, -2.2590, -7.7892], [-4.6586, -2.4856, -7.3539], [-4.9661, -2.1980, -6.0313], [-3.9753, -1.6967, -5.1993], [-2.7106, -1.5012, -5.7288], [-3.0713, -2.4709, -8.8133], [-5.4081, -2.8770, -8.0308], [-5.9696, -2.3626, -5.6516], [-4.1818, -1.4623, -4.1618], [-1.9044, -1.1076, -5.1177], [-8.1531, -2.5616, -4.3111], [-8.6203, -1.3024, -4.2470], [-8.9981, -0.6791, -3.0689], [-8.8928, -1.3949, -1.8846], [-8.4157, -2.6978, -1.9205], [-8.0601, -3.2313, -3.1489], [-8.6867, -0.7853, -5.1991], [-9.3654, 0.3399, -3.0766], [-9.1797, -0.9412, -0.9419], [-8.3214, -3.2847, -1.0150], [-7.6779, -4.2443, -3.2287], [5.7227, -4.4914, 7.6785], [6.5288, -3.6290, 8.3215], [6.3166, -2.2600, 8.3641], [5.2103, -1.7463, 7.7020], [4.3614, -2.6138, 7.0280], [4.6579, -3.9677, 7.0473], [7.3814, -4.0781, 8.8208], [6.9988, -1.6120, 8.9008], [5.0111, -0.6796, 7.7114], [3.4890, -2.2466, 6.5004], [4.0230, -4.6862, 6.5386], [-2.5494, 2.7450, -1.0988], [-3.3873, 3.1944, -2.0505], [-4.2102, 4.2978, -1.8944], [-4.1734, 4.9788, -0.6855], [-3.3197, 4.5361, 0.3158], [-2.5335, 3.4249, 0.0615], [-3.3826, 2.6271, -2.9758], [-4.8638, 4.6167, -2.6968], [-4.8040, 5.8467, -0.5249], [-3.2666, 5.0436, 1.2712], [-1.8474, 3.0422, 0.8121], [4.3967, -0.9403, -6.2640], [3.4535, -1.8547, -6.5552], [3.6365, -2.8909, -7.4557], [4.8618, -2.9922, -8.0997], [5.8532, -2.0613, -7.8202], [5.5744, -1.0635, -6.9011], [2.5117, -1.7315, -6.0292], [2.8417, -3.6006, -7.6496], [5.0429, -3.7893, -8.8128], [6.8203, -2.1108, -8.3052], [6.3181, -0.3147, -6.6465], [-7.9348, -0.8614, 1.3358], [-8.1721, -2.0139, 1.9865], [-7.3420, -2.5303, 2.9681], [-6.1956, -1.8210, 3.2982], [-5.9241, -0.6289, 2.6410], [-6.8186, -0.1943, 1.6765], [-9.0784, -2.5333, 1.6910], [-7.5847, -3.4633, 3.4617], [-5.5199, -2.1936, 4.0608], [-5.0383, -0.0504, 2.8734], [-6.6522, 0.7332, 1.1377], [-6.0674, 3.0783, 4.0197], [-6.2263, 3.0785, 5.3548], [-7.4475, 2.9056, 5.9858], [-8.5748, 2.7254, 5.1963], [-8.4406, 2.7226, 3.8148], [-7.1753, 2.9000, 3.2795], [-5.3168, 3.2262, 5.9285], [-7.5162, 2.9121, 7.0667], [-9.5490, 2.5881, 5.6534], [-9.2993, 2.5851, 3.1692], [-7.0182, 2.9019, 2.2054]]}